1.
A structure of composition C26H51ClFeN7OP, computed with the ωB97M-V functional and the def2-TZVPD basis.

CARTESIAN COORDINATES (ANGSTROEM)
Fe 1.5721 0.5183 1.3204
Cl 2.9977 -1.1548 0.8673
P -1.3025 -0.8871 -0.9926
O -0.3732 0.0470 -0.2128
N 0.0780 1.8464 1.7283
N 2.5762 3.0170 1.3753
N 0.0548 -2.7090 3.5136
N -1.7952 -4.2656 2.9999
N 0.7008 -0.5332 2.6691
N 3.0119 0.6703 2.9385
N 2.1937 1.1305 -0.7301
C 0.9942 -4.8696 -1.2303
C -2.3807 1.3013 -2.4645
C 4.0847 1.6634 2.7464
C 0.5825 -2.6328 -2.2858
C 0.3480 3.1585 2.3333
C 0.4994 -4.4158 0.1486
C 0.2662 0.7154 -3.7895
C -0.9254 -0.2467 -3.8299
C 1.6427 -3.6923 -1.9472
C 2.4817 2.5476 -1.0221
C -2.9416 -2.0178 1.1430
C -2.6037 -1.0466 2.2695
C -3.6771 0.8054 0.9592
C -0.1036 2.0302 -3.0947
C 0.3571 -1.6093 3.0218
C -0.9337 -3.5282 3.2173
C -1.8556 -0.1642 -2.6078
C -1.5829 2.3143 -3.2884
C -2.9404 -1.3224 -0.2300
C 3.4763 3.0455 2.5272
C 3.2894 3.1714 0.1090
C 0.1178 -2.9307 0.1439
C -3.6098 0.1009 2.3132
C -0.5153 -2.5283 -1.1993
C 1.4018 3.8728 1.5118
C -3.9842 -0.1949 -0.1557
H 3.0159 0.5640 -0.9265
H -3.9607 -2.3878 1.2965
H -1.6015 -0.6416 2.0937
H 0.1585 -5.2373 -1.8340
H -1.5481 0.0100 -4.6901
H -4.4343 1.5917 0.9692
H -2.5815 -1.5783 3.2228
H 2.4215 -3.2639 -1.3103
H 2.9035 3.3133 3.4179
H -3.3557 0.8097 3.1054
H 1.1292 0.2466 -3.3065
H -3.2883 -2.0558 -0.9686
H -0.5555 3.7692 2.3916
H 4.6738 1.3359 1.8898
H 0.5754 0.9225 -4.8158
H -3.4285 1.3439 -2.7611
H 1.0042 -2.3149 0.2880
H 2.4665 0.8783 3.7719
H 0.5225 2.8471 -3.4574
H -0.3959 1.9127 0.8266
H -4.5991 -0.2989 2.5557
H 1.0744 -1.6654 -2.4193
H 0.9769 4.0399 0.5220
H 2.1298 -4.0114 -2.8696
H -1.8442 3.3217 -2.9606
H -4.1232 0.3048 -1.1087
H -4.9404 -0.6762 0.0724
H -0.5334 1.2948 2.3248
H 4.2570 3.8057 2.4170
H 1.2862 -4.5622 0.8920
H -2.3363 1.6209 -1.4213
H 1.4508 0.7812 -1.3401
H 3.0094 2.6387 -1.9725
H 3.4231 -0.2495 3.0945
H -2.3104 -2.9007 1.1736
H -0.5916 -1.2622 -4.0087
H 1.5372 3.0679 -1.1405
H 4.2364 2.6339 0.1926
H 1.6314 4.8616 1.9267
H -1.8415 2.2539 -4.3479
H 0.0528 1.9352 -2.0162
H -0.3500 -5.0188 0.4725
H 4.7431 1.6707 3.6163
H 0.1254 -2.9013 -3.2379
H -2.7128 1.2910 0.7623
H -0.5372 -2.7210 0.9832
H -1.3325 -3.2208 -1.4263
H 3.5311 4.2186 -0.1089
H -2.7105 -0.8103 -2.8346
H 1.6919 -5.7005 -1.1287
H 0.6832 2.9868 3.3575

Atoms 1-6, force components in eV/Å:
0.596 -0.566 0.188
0.133 -0.072 -0.373
-0.057 -0.149 0.167
0.144 0.099 0.003
0.026 0.039 -0.163
0.064 -0.224 -0.047

<S²>: 1.00
2S+1: 2
Gap between HOMO and LUMO (spin up / spin down) in eV: 7.1985 / 8.0019
Electronic energy in Ha: -3544.96856
Strongest force on any atom in eV/Å: 0.99
Charge: +1


2.
A structure of composition C26H51N5O7PtSSbSi3 in a non-equilibrium geometry, computed with the ωB97M-V functional and the def2-TZVPD basis.

CARTESIAN COORDINATES (ANGSTROEM)
Pt -1.3209 -1.6831 -0.1261
Sb -0.9329 0.3656 -1.9433
S 4.9596 0.7852 4.2645
Si 1.5325 0.3854 -1.3850
Si -1.2227 -1.3046 -3.8496
Si -1.1278 2.5835 -3.2113
O 0.6039 0.9675 5.0195
O 4.6960 0.7372 5.6887
O -4.7490 -1.0159 -1.7767
O -0.0406 -2.7803 -1.0695
O -1.4339 0.1295 4.6786
O 5.7719 -0.2365 3.6206
O -1.5359 -3.2719 1.1618
N -2.8781 -2.4214 -1.3029
N -0.2381 0.3043 4.3369
N 1.5007 -0.5679 2.7718
N 0.1637 -0.9755 1.0673
N -2.7129 -0.4859 0.8443
C -0.5544 -2.9685 -3.3866
C -4.3994 0.3546 2.3079
C -3.0527 -1.4697 -4.1711
C -0.8074 3.9535 -1.9732
C -3.1140 -1.7148 2.9796
C 2.6760 -1.5121 0.9959
C 0.0187 2.8288 -4.6686
C -3.8969 1.4967 0.2616
C -0.4498 -0.7753 -5.4633
C -3.5556 -3.0920 2.4624
C -2.9877 0.5468 0.1117
C -2.8911 2.7050 -3.8221
C -0.5058 -0.4653 2.0996
C -3.4543 -0.6107 2.0543
C 0.1848 -0.2236 3.1600
C 2.6802 -0.4780 3.6205
C 7.0169 2.5694 4.5497
C 2.1259 -1.3072 -1.2330
C -2.9750 -3.5630 1.1904
C 5.6791 2.3984 3.8697
C 1.7415 1.4257 0.1697
C -3.8288 -1.7201 -1.5277
C 1.4695 -1.0674 1.5322
C 2.6553 1.0788 -2.6915
C -4.6547 1.3989 1.4366
C 3.4041 0.8363 3.4200
H -3.6100 -0.5446 -4.4296
H 2.3102 -0.5695 4.6557
H 2.7964 1.6353 3.8604
H -4.9493 0.2192 3.2340
H -3.6818 -2.0628 -3.4357
H 3.6436 1.0428 2.3677
H 2.4631 2.1448 -2.8914
H 1.4971 2.4934 -0.0747
H 0.5357 -3.0082 -3.2451
H -0.2045 3.8400 -5.0848
H -3.3524 -3.8394 3.2368
H 7.4623 3.5321 4.2692
H 0.6188 -2.0125 -1.2112
H -1.0041 -3.4239 -2.4892
H 2.6216 -3.5317 0.6948
H -3.1574 1.9215 -4.5655
H -0.5966 -1.6023 -6.1911
H 2.8001 1.4808 0.5151
H 2.5528 0.5791 -3.6803
H -3.5386 -3.1542 0.3553
H -1.4744 3.9163 -1.0884
H 1.0908 2.8184 -4.4122
H 0.2280 3.9546 -1.5658
H -0.8672 -3.9612 0.7052
H 3.3502 -1.3192 3.4160
H -3.1315 -4.6435 1.0694
H -3.1592 -2.1440 -5.0620
H 7.7210 1.7833 4.2422
H 3.0825 -1.0116 -1.6816
H -0.1298 2.1081 -5.4868
H -0.7928 -3.6024 -4.2753
H 4.9452 3.1327 4.2058
H -4.6450 -3.1287 2.3363
H -1.4399 0.1307 2.0231
H 3.4638 -0.7538 0.8168
H -2.0515 -1.8017 3.2425
H -0.9125 0.1346 -5.8887
H -0.9578 4.9341 -2.4678
H -3.6127 -1.4557 3.9222
H -5.4143 2.1369 1.6730
H -4.0628 2.2786 -0.4682
H 1.0532 1.3535 1.0790
H 6.9013 2.5448 5.6326
H -2.5979 0.6514 -0.9644
H 3.2507 -2.3706 1.4234
H 0.6388 -0.5647 -5.4093
H 1.9951 -2.1194 -2.0339
H 5.7503 2.4205 2.7810
H 3.7196 0.9819 -2.3878
H -3.0489 3.6932 -4.3136
H -3.6594 2.6227 -3.0274

Atoms 1-6, force components in eV/Å:
-0.219 0.241 -1.026
1.459 0.862 -1.969
0.843 0.302 0.627
0.391 1.315 1.384
-1.129 -1.603 -0.903
-0.118 1.145 -0.565

<S²>: 6.04
2S+1: 5
Gap between HOMO and LUMO (spin up / spin down) in eV: 4.1050 / 4.0470
Electronic energy in Ha: -3447.18012
Relative energy (zero: lowest compared OMol25 entry of this formula, charge and spin) in eV: 6.3423
Strongest force on any atom in eV/Å: 5.46
Charge: +1


3.
A cluster of 3 separate species, C26H51NO4 in total, computed with the ωB97M-V functional and the def2-TZVPD basis.

CARTESIAN COORDINATES (ANGSTROEM)
O 3.0031 -1.8486 3.3162
O 1.5331 -1.0806 -3.9517
O 1.5567 2.5375 4.2682
O 0.2879 2.8992 2.4682
N -3.7043 2.2557 6.3538
C -0.7535 2.0150 -2.6647
C -1.9589 2.7892 -0.5402
C 3.7035 -1.8304 4.5642
C -0.9614 1.6457 -4.1390
C -2.3539 2.4649 4.2104
C 3.6805 -2.0592 -3.9796
C -0.3056 2.0614 1.4011
C -3.6813 2.6831 4.9556
C 2.4076 -1.8408 -4.7879
C 1.3779 0.8244 2.5337
C -1.8241 2.9352 -2.0626
C 4.6479 -3.0249 4.5343
C 4.9711 -3.1240 3.0442
C -2.7320 -2.6247 -3.7807
C 0.8867 1.1410 1.1270
C -0.6301 2.9849 0.2114
C 3.1337 -2.1059 -2.5533
C -1.5741 0.2562 -4.3557
C -1.5123 1.3729 2.0243
C 1.1193 2.1438 3.2219
C 3.6302 -2.7641 2.4172
C -2.9926 -3.9547 -3.0725
C -2.4979 2.3619 2.6853
C -2.6943 -1.4440 -2.8085
C 2.0340 -1.0537 -2.6150
C -2.8193 -0.0851 -3.5071
H -1.6208 3.9762 -2.3317
H -2.3937 1.8070 -0.3537
H 4.2548 -0.8883 4.6491
H 1.9259 -2.7930 -5.0349
H 4.3554 -1.2089 -4.0971
H -1.7422 -1.4737 -2.2647
H 0.2107 2.5251 -2.5747
H 1.6347 1.8251 0.7104
H 0.2012 2.9067 -0.4914
H -3.6913 -0.1449 -4.1675
H -3.0264 0.6844 -2.7644
H 4.2141 -2.9613 -4.2741
H -4.4825 2.1570 4.4293
H 2.9934 -3.6484 2.3061
H 4.1311 -3.9267 4.8688
H 3.7287 -2.2855 1.4411
H 2.4164 0.5162 2.6257
H -3.4962 -2.4597 -4.5467
H -1.8967 1.5547 4.6139
H -2.0338 0.7687 1.2820
H -3.4900 1.2673 6.4175
H -2.1782 -4.1995 -2.3864
H 2.9761 -1.8767 5.3745
H -2.7991 2.6988 -2.4992
H -0.6680 1.1043 -2.0591
H -2.6857 3.5219 -0.1806
H -1.6788 3.2887 4.4600
H 3.8796 -1.8880 -1.7902
H -1.8417 0.1700 -5.4140
H -3.9288 3.7472 4.9540
H -3.0812 -4.7760 -3.7884
H 2.7072 -3.0892 -2.3444
H -3.5011 -1.5619 -2.0762
H -0.8053 -0.4983 -4.1766
H -2.9837 2.7448 6.8723
H 5.5242 -2.8805 5.1638
H 0.8005 0.0420 3.0311
H -0.5942 4.0096 0.5919
H 5.7278 -2.3850 2.7726
H -1.5683 2.4094 -4.6382
H -1.1674 0.6680 2.7848
H 1.2097 -1.2535 -1.9273
H -3.9230 -3.9176 -2.5011
H 2.5754 -1.2888 -5.7130
H -3.5136 2.0223 2.4590
H 0.0106 1.6422 -4.6411
H -1.7671 -2.6974 -4.2940
H 2.4281 -0.0536 -2.4013
H -2.3698 3.3507 2.2403
H 0.7180 0.3223 0.4288
H 5.3273 -4.1058 2.7366

Atoms 1-6, force components in eV/Å:
-0.017 -0.017 -0.026
-0.017 0.019 0.004
-0.015 -0.092 -0.178
-0.392 -0.106 -0.155
0.074 0.044 -0.083
0.186 0.303 -0.025

SMILES: CCCCCCCCCC[C@@]1(CCCCN)CCC(=O)O1.C1CCOC1.C1CCOC1
Gap between HOMO and LUMO in eV: 9.5637
Electronic energy in Ha: -1376.96515
Strongest force on any atom in eV/Å: 0.50


What is the electronic energy in the third record?
-1376.96515 Ha